Here is a 17-piece molecular cluster, C51H136O51S17 overall at a distorted geometry from the OMol25 dataset. Energies are from ωB97M-V/def2-TZVPD.

```
255
Properties=species:S:1:pos:R:3:forces:R:3:lowdin_charge:R:1
O 2.69135 3.48005 1.68133 -0.92 0.59 0.14 -0.300
S 1.34155 3.99553 1.82501 -0.21 -0.35 -0.13 0.617
O 1.07065 5.41925 1.81485 0.29 -1.08 -0.32 -0.282
O 0.52631 3.25517 0.61950 0.26 1.17 1.18 -0.305
C -0.79253 3.79525 0.22345 0.31 -0.92 -2.13 -0.186
C -0.72584 4.76400 -1.00103 0.47 0.06 0.91 -0.044
C 0.64693 3.32691 3.34631 -1.39 0.71 -1.31 -0.086
H -1.28100 4.24138 1.05682 -0.28 0.39 0.71 0.097
H -1.34014 2.87355 -0.07832 0.26 0.63 0.42 0.127
H -1.70942 5.20966 -1.10997 -0.30 -0.03 -0.02 0.073
H -0.46656 4.30766 -1.96683 0.04 -0.15 0.49 0.072
H -0.04644 5.61535 -0.81111 -0.15 -0.48 -0.03 0.082
H -0.47023 3.45234 3.25277 1.12 -0.21 0.30 0.089
H 1.02883 3.90283 4.17312 0.15 0.29 0.16 0.067
H 0.91674 2.29569 3.41013 0.01 -0.60 0.02 0.031
O -3.40476 -3.61897 -2.59648 -0.03 0.32 1.21 -0.277
S -3.17643 -4.68024 -3.51812 0.72 1.98 -1.35 0.527
O -3.96867 -4.63283 -4.69862 -0.39 -0.73 -0.46 -0.253
O -1.68244 -4.59469 -4.05018 -0.60 0.17 -0.06 -0.277
C -0.61237 -4.58637 -3.08944 1.25 -0.97 0.44 -0.249
C 0.67596 -4.06972 -3.73772 0.03 -0.15 0.11 -0.052
C -3.14686 -6.19480 -2.75406 -0.11 -2.16 -0.84 -0.121
H -0.34818 -5.65399 -2.91276 -0.53 0.57 0.42 0.126
H -0.96046 -4.10641 -2.16463 0.36 -0.02 -0.21 0.108
H 0.71455 -4.60740 -4.70862 0.45 0.48 0.49 0.099
H 1.53477 -4.34272 -3.07569 -0.82 -0.05 -0.74 0.070
H 0.76644 -2.99543 -3.90786 -0.50 -0.08 -0.12 0.054
H -4.13667 -6.58196 -2.49823 0.06 0.23 -0.28 0.083
H -2.58345 -6.14115 -1.85564 0.61 0.15 0.80 0.049
H -2.62633 -6.84146 -3.50873 -0.63 0.23 0.82 0.113
O 0.12646 4.36481 -8.47243 0.86 -0.94 0.04 -0.285
S -1.19206 4.88161 -8.51813 -0.83 1.91 1.61 0.577
O -2.12307 4.51977 -9.52061 -0.39 -0.71 -0.90 -0.278
O -1.92431 4.67478 -7.06883 1.24 0.21 -1.54 -0.297
C -1.85733 3.33640 -6.43136 -1.14 1.41 0.44 -0.193
C -2.03693 3.70551 -4.94266 0.43 -0.57 -0.48 -0.058
C -1.06461 6.69240 -8.55223 -1.06 0.15 0.60 -0.119
H -0.91918 2.82298 -6.67553 -0.43 0.31 0.09 0.080
H -2.76526 2.83727 -6.78661 0.65 -0.41 -0.06 0.104
H -1.51521 4.65493 -4.74289 -0.45 -0.28 -0.02 0.087
H -1.54399 2.92611 -4.38015 0.01 -0.17 0.45 0.041
H -3.10495 3.70421 -4.65956 0.59 0.33 -0.14 0.072
H -0.95050 7.03880 -7.50031 -0.07 -0.18 -0.83 0.073
H -2.03900 7.03255 -8.98470 0.87 -0.14 0.52 0.074
H -0.23409 7.07060 -9.17192 -0.30 -0.68 0.26 0.072
O 2.19734 -2.89929 -0.34681 -0.14 0.12 0.27 -0.289
S 2.40751 -4.31426 -0.17423 -0.09 1.51 -1.87 0.536
O 1.68695 -5.19364 -1.01544 -0.41 -0.97 -0.42 -0.250
O 3.91310 -4.56900 -0.49035 0.08 -0.58 0.13 -0.211
C 4.88515 -3.55960 -0.15169 -0.77 -0.41 1.01 -0.278
C 5.75450 -3.24745 -1.27451 1.41 1.20 -0.72 -0.050
C 2.09657 -4.73735 1.43565 0.95 0.96 1.30 -0.099
H 5.50567 -4.01255 0.59899 0.20 -0.20 0.69 0.122
H 4.40810 -2.67994 0.28944 -0.02 -0.27 -0.37 0.089
H 6.41751 -2.50504 -0.79520 0.08 0.00 -0.72 0.084
H 5.32445 -2.84877 -2.18223 -0.47 0.44 0.12 0.067
H 6.37681 -4.04941 -1.62525 0.26 -0.71 0.21 0.086
H 2.63571 -4.00298 2.06668 -0.36 -0.50 -0.08 0.075
H 2.43049 -5.73784 1.61126 0.01 -0.61 0.20 0.084
H 1.03509 -4.60679 1.50253 -0.70 -0.06 0.37 0.061
O 2.29353 -2.10269 -5.68731 -1.60 -0.94 -0.99 -0.291
S 3.37532 -1.31043 -5.25627 0.63 1.36 1.03 0.557
O 4.66619 -1.58041 -5.79269 0.73 -0.24 0.30 -0.272
O 3.10016 0.25403 -5.52863 -1.14 -0.73 -0.62 -0.265
C 2.29741 0.50480 -6.78306 0.66 0.98 0.57 -0.204
C 1.35277 1.67135 -6.56833 -0.13 -1.02 1.33 -0.072
C 3.28295 -1.35631 -3.46925 -0.27 0.12 -0.61 -0.107
H 1.72581 -0.37709 -7.04930 0.25 -0.18 0.05 0.100
H 3.03043 0.78770 -7.52872 0.15 -0.42 -0.27 0.119
H 0.77782 1.39380 -5.65280 0.11 0.56 -0.57 0.090
H 0.67237 1.67605 -7.41355 -0.04 0.28 -0.15 0.072
H 1.84767 2.63593 -6.43408 -0.10 -0.18 -0.10 0.091
H 2.23318 -1.15356 -3.20844 0.44 0.21 -0.12 0.070
H 3.97568 -0.62415 -3.07991 0.04 0.05 0.35 0.030
H 3.48416 -2.37579 -3.13699 0.21 0.11 -0.23 0.057
O -1.54053 -4.21165 0.77020 0.15 0.30 -0.07 -0.283
S -2.86763 -4.63706 1.12003 1.26 0.34 -0.93 0.518
O -3.31234 -5.84704 0.54321 -0.82 -1.55 -0.31 -0.267
O -2.92969 -4.76608 2.65603 -0.88 -0.45 0.73 -0.252
C -1.99969 -4.12746 3.57861 -0.29 0.87 -0.32 -0.194
C -2.60290 -2.75055 4.03191 0.52 -0.34 -0.70 -0.033
C -4.00752 -3.38219 0.75255 0.49 -0.12 -0.61 -0.109
H -1.06647 -3.98220 3.00557 -0.33 0.13 0.59 0.094
H -1.87023 -4.90784 4.32237 0.09 0.43 0.33 0.115
H -1.89417 -2.22866 4.71640 -0.68 -0.38 -0.39 0.067
H -3.64071 -2.77194 4.44533 0.95 -0.38 -0.09 0.094
H -2.65854 -2.15994 3.09035 0.16 -0.07 0.72 0.055
H -3.97878 -3.15673 -0.31968 -0.07 -0.32 0.15 0.059
H -3.50514 -2.58372 1.24645 -0.51 1.23 0.53 0.032
H -4.99478 -3.66881 1.09055 -0.12 0.27 0.20 0.091
O 0.53819 -4.27814 5.46046 -0.74 -1.06 -0.62 -0.265
S 1.26281 -3.21950 6.05835 0.85 0.58 -0.27 0.548
O 0.83194 -2.74967 7.33163 -0.45 0.60 0.79 -0.277
O 2.76447 -3.67362 6.22802 -0.15 0.80 -1.37 -0.261
C 3.06739 -4.67487 7.21162 -2.43 0.80 0.88 -0.291
C 4.29239 -5.29642 6.78934 1.43 -0.36 0.70 -0.069
C 1.29496 -1.87328 4.88420 -0.44 -0.05 0.41 -0.099
H 2.22454 -5.36930 7.32923 0.12 0.15 -0.14 0.133
H 3.16479 -4.09930 8.12674 0.14 -0.28 0.42 0.126
H 4.18980 -5.92259 5.93331 0.02 -0.28 -0.72 0.087
H 4.65584 -5.87215 7.62594 0.32 -0.46 0.19 0.090
H 4.97506 -4.47771 6.65569 0.76 0.07 -0.52 0.084
H 1.68109 -2.15922 3.88692 -0.13 0.11 0.80 0.063
H 1.71865 -0.95962 5.32637 0.21 -0.51 -0.23 0.082
H 0.20252 -1.69929 4.83446 0.50 0.03 -0.30 0.046
O 4.76607 5.12002 -3.75696 2.02 -0.23 -1.63 -0.242
S 3.71218 5.06670 -2.84531 -0.34 2.03 2.26 0.516
O 2.46047 5.63546 -3.17868 -1.28 0.23 -0.64 -0.267
O 3.53589 3.59477 -2.44830 0.83 -0.74 -0.33 -0.226
C 2.51178 3.22252 -1.56497 -0.51 -1.38 2.44 -0.291
C 1.80285 1.97727 -2.00910 -0.13 -0.04 0.38 -0.035
C 4.13504 5.88792 -1.28082 -2.34 -0.10 0.80 -0.085
H 1.80839 4.00929 -1.33828 -0.11 0.50 -0.63 0.084
H 2.89980 2.96240 -0.54796 0.53 0.48 -0.94 0.108
H 1.27957 2.14693 -2.93429 0.02 -0.30 -0.68 0.081
H 1.03253 1.86088 -1.24949 -0.15 -0.41 0.01 0.060
H 2.47163 1.09556 -1.99023 -0.42 0.57 -0.34 0.072
H 4.69413 6.82231 -1.29666 0.09 -0.24 -0.69 0.075
H 4.54490 5.21151 -0.54200 0.36 -0.32 -0.17 0.034
H 3.08107 6.13543 -0.90399 1.50 -0.18 -0.32 0.087
O 4.42188 -2.69007 3.28981 -0.77 -1.00 0.65 -0.248
S 5.07549 -1.46786 3.03676 -0.44 1.37 -1.18 0.561
O 5.33541 -1.12351 1.67344 0.63 0.23 -0.33 -0.266
O 4.15967 -0.28594 3.61295 -0.75 -4.66 0.54 -0.267
C 4.53792 1.00050 3.40769 2.50 1.92 -0.16 -0.321
C 3.99227 1.76435 4.58663 0.55 2.50 -1.60 -0.019
C 6.52463 -1.35910 3.99335 0.04 0.24 0.64 -0.103
H 4.32709 1.28747 2.35718 -0.36 0.47 0.80 0.127
H 5.66235 1.01739 3.48358 -0.86 0.53 -0.20 0.117
H 4.30110 1.38824 5.55150 0.36 -0.07 0.03 0.091
H 2.93063 1.84968 4.56266 -0.98 -0.31 -0.02 0.052
H 4.33511 2.81651 4.37714 -0.12 -0.81 0.86 0.087
H 6.83751 -0.31908 4.01260 0.32 -0.07 -0.17 0.062
H 7.30243 -2.01825 3.59100 -0.35 0.16 0.15 0.095
H 6.20008 -1.60963 5.00372 0.30 -0.30 -0.01 0.084
O -5.92857 -1.20626 -1.20657 0.17 0.30 -0.14 -0.273
S -5.30510 -0.02545 -0.67384 -1.25 -2.51 1.67 0.526
O -4.09007 -0.18135 0.05224 0.70 0.21 0.23 -0.256
O -5.13568 0.91845 -1.85475 -0.77 -0.50 -0.95 -0.241
C -4.41718 2.10398 -1.68667 2.10 1.05 -1.81 -0.281
C -5.13524 3.16345 -2.46695 -0.13 -0.39 1.26 -0.032
C -6.50581 0.78376 0.34720 0.12 0.04 -0.81 -0.090
H -3.44933 1.92297 -2.15561 0.25 -0.05 0.10 0.116
H -4.20575 2.37552 -0.67419 -0.38 -0.02 0.81 0.085
H -6.13039 3.08527 -2.09535 -1.16 0.46 0.12 0.073
H -5.17815 3.00160 -3.52800 0.42 0.09 -0.44 0.079
H -4.72209 4.08833 -2.11688 0.14 0.85 -0.52 0.084
H -7.40508 0.77820 -0.27017 -0.09 0.14 0.32 0.082
H -6.14294 1.77574 0.55150 0.02 0.50 0.11 0.049
H -6.63932 0.26556 1.28595 0.04 -0.34 0.02 0.078
O 5.86350 2.32285 -0.20225 0.20 0.97 1.40 -0.255
S 6.03811 1.65587 -1.43083 -2.18 -0.88 -0.76 0.511
O 4.90688 0.97750 -1.99411 -0.33 0.00 -0.21 -0.284
O 6.54208 2.71854 -2.44863 0.54 -0.50 -0.44 -0.249
C 6.61409 2.32823 -3.88878 -0.32 1.61 -0.01 -0.184
C 7.56211 3.38886 -4.50864 -1.16 -1.18 1.11 -0.040
C 7.22324 0.41664 -1.28997 2.09 0.85 -0.16 -0.119
H 5.61044 2.40509 -4.33017 0.19 0.05 0.45 0.122
H 6.91468 1.29428 -3.95335 0.44 -0.20 -0.13 0.103
H 7.47299 3.27634 -5.57156 0.30 0.10 -0.62 0.075
H 8.56011 3.17130 -4.14097 0.23 0.39 -0.20 0.076
H 7.18081 4.37389 -4.20511 0.33 -0.32 -0.13 0.075
H 7.23743 -0.03178 -2.28473 0.18 -0.63 0.49 0.074
H 7.11317 -0.21070 -0.40188 -0.67 -0.07 -0.49 0.070
H 8.15998 0.96562 -1.12524 0.12 -0.27 -0.18 0.083
O -9.35660 -4.92188 -2.40522 -1.37 0.04 -1.04 -0.256
S -8.16874 -4.95569 -1.66034 1.17 0.95 0.77 0.565
O -8.07879 -4.24730 -0.41502 0.05 -0.23 0.01 -0.291
O -7.92268 -6.51116 -1.39526 1.10 0.49 0.35 -0.230
C -6.96092 -6.83753 -0.34572 0.78 -0.61 0.15 -0.280
C -7.55162 -7.77966 0.64506 -0.01 0.88 0.74 -0.072
C -6.78434 -4.40796 -2.66252 -0.02 -1.46 -0.02 -0.099
H -6.54735 -5.97462 0.19294 -0.36 0.11 -0.71 0.109
H -6.13882 -7.46330 -0.72498 0.02 0.91 -0.81 0.119
H -8.46950 -7.37941 1.05672 -0.48 -0.40 -0.11 0.089
H -6.84580 -7.78049 1.46803 0.21 -0.31 0.27 0.084
H -7.57040 -8.75474 0.21029 -0.71 -0.72 0.03 0.075
H -6.64987 -3.35143 -2.79398 -0.55 0.57 0.34 0.062
H -6.83577 -4.90342 -3.62535 -0.16 -0.05 -0.17 0.075
H -5.90746 -4.78150 -2.16052 0.44 -0.06 0.31 0.035
O 5.28514 5.48241 5.40765 0.02 -0.19 0.43 -0.267
S 5.28594 5.89955 4.04885 -1.59 -1.34 0.26 0.532
O 6.10667 6.96540 3.63687 0.81 1.34 -0.70 -0.247
O 5.64448 4.61253 3.22341 -0.28 -0.94 0.81 -0.276
C 6.00190 4.68672 1.85308 -0.79 2.03 -1.40 -0.287
C 7.49768 4.63757 1.68153 -1.14 -2.66 -0.16 -0.044
C 3.58974 6.22272 3.57645 0.59 0.44 0.50 -0.108
H 5.61018 5.68329 1.47772 0.35 -1.08 0.11 0.121
H 5.49383 3.88943 1.27589 0.21 0.35 0.83 0.088
H 7.97737 5.56260 1.66312 0.76 1.46 0.27 0.058
H 7.60220 4.12085 0.72468 0.59 0.10 -0.02 0.068
H 7.84584 3.95843 2.48064 0.35 0.43 -0.42 0.100
H 3.51203 6.35972 2.50394 -0.10 -0.15 -0.06 0.059
H 3.44301 7.17232 4.07515 -0.31 0.39 -0.05 0.071
H 2.86356 5.52296 4.00027 0.54 -0.13 -0.27 0.060
O -2.44132 0.69980 -4.31407 -0.67 -0.20 -0.41 -0.308
S -3.23457 -0.05824 -5.24817 0.22 -1.93 -0.21 0.682
O -3.71351 0.55449 -6.47755 0.46 -0.70 1.25 -0.298
O -2.22345 -1.36350 -5.59820 -1.83 1.78 0.08 -0.282
C -2.59849 -2.20944 -6.74881 -0.70 0.09 0.79 -0.237
C -1.39427 -3.11447 -6.87696 -0.19 -0.73 -1.13 -0.056
C -4.63061 -0.97248 -4.39318 2.87 -0.16 -0.15 -0.060
H -2.79952 -1.54841 -7.59142 0.25 -0.10 -0.13 0.107
H -3.56606 -2.73375 -6.49481 1.14 0.22 -0.25 0.114
H -1.42354 -3.80486 -7.76688 -0.20 0.75 0.83 0.107
H -1.28984 -3.70340 -5.98410 -0.15 -0.32 0.18 0.036
H -0.48662 -2.53174 -6.93257 0.22 0.36 -0.25 0.069
H -4.96040 -1.66080 -5.13673 -0.60 -0.36 -0.52 0.049
H -5.36611 -0.34315 -3.97483 -0.75 0.93 0.03 0.040
H -4.15194 -1.55123 -3.58464 -0.07 0.31 -0.33 0.052
O -0.42398 0.67548 2.30925 0.40 0.80 0.50 -0.277
S 0.17358 -0.34523 1.51079 -2.27 -1.98 0.50 0.534
O 0.03273 -1.69973 1.98329 0.77 0.14 0.27 -0.266
O -0.57026 -0.27937 0.16495 -0.09 0.99 -0.84 -0.242
C -0.78909 -1.46074 -0.64890 -1.15 -0.18 -0.68 -0.187
C -1.26866 -0.95136 -2.03957 0.67 -1.21 0.73 -0.028
C 1.76460 0.05576 1.08713 1.26 0.81 -0.33 -0.092
H -1.57963 -2.04977 -0.12614 0.67 0.43 -0.62 0.099
H 0.12244 -2.05915 -0.67216 -0.06 0.10 -0.14 0.090
H -1.59308 -1.82949 -2.62180 0.07 0.36 0.14 0.064
H -0.50122 -0.43069 -2.61359 0.16 -0.04 0.18 0.074
H -2.10210 -0.28413 -1.93357 -0.45 0.25 0.18 0.047
H 2.46267 -0.12041 1.89221 -0.04 -0.07 0.42 0.062
H 1.74491 1.12248 0.83762 0.17 -0.25 -0.11 0.060
H 2.06539 -0.56170 0.25356 0.04 -0.14 -0.33 0.072
O -3.76796 2.50751 1.53448 0.24 -0.47 -1.39 -0.267
S -3.86699 2.39249 2.93865 -2.17 2.16 -0.65 0.548
O -3.36289 3.46819 3.70901 0.88 0.78 1.07 -0.262
O -5.48331 2.39075 3.18524 1.65 -0.46 0.36 -0.254
C -5.92060 2.82060 4.50676 2.18 2.28 -0.94 -0.310
C -7.14156 2.11995 4.74720 -3.09 0.36 0.73 -0.094
C -3.27285 0.94091 3.52805 0.48 -1.90 0.68 -0.127
H -6.02542 3.93881 4.47786 -0.31 -0.91 -0.24 0.143
H -5.13704 2.73598 5.26829 0.00 -0.74 -0.19 0.109
H -7.06545 1.05312 4.77529 0.36 -0.66 0.37 0.078
H -7.87797 2.31757 3.92947 0.44 0.13 0.73 0.105
H -7.52190 2.54018 5.70764 -0.26 -0.67 -0.58 0.101
H -3.36211 0.96041 4.60372 -0.04 -0.06 0.36 0.061
H -2.21450 0.81444 3.27282 -0.20 0.31 -0.10 0.060
H -3.82421 0.10214 3.12143 -0.17 -0.09 -0.20 0.083
O -1.25518 0.24885 6.04762 -0.01 -1.03 -1.69 -0.262
S -1.51279 0.86761 7.28449 0.69 2.15 -0.32 0.492
O -1.03271 2.20443 7.47608 0.24 -0.13 0.42 -0.268
O -3.06081 0.91859 7.44517 -1.22 -0.18 0.97 -0.251
C -3.57661 1.83450 8.50393 1.69 0.50 -0.53 -0.242
C -5.00467 1.63394 8.78618 -0.80 -0.35 -0.04 -0.075
C -0.92207 -0.19523 8.48048 0.24 -0.65 2.24 -0.142
H -3.41131 2.85473 8.08943 0.13 -0.68 0.61 0.135
H -2.99263 1.67566 9.43734 -0.09 0.15 -0.77 0.127
H -5.62017 2.05869 8.00534 -0.27 -0.27 -0.41 0.066
H -5.16679 2.29265 9.63128 -0.37 -0.17 0.49 0.089
H -5.29175 0.58951 9.00530 0.14 0.60 0.00 0.102
H -1.00677 0.21581 9.49916 -0.49 -0.01 -0.38 0.083
H 0.15019 -0.34605 8.39850 0.02 -0.05 -0.70 0.076
H -1.44584 -1.14787 8.40259 0.15 0.04 -0.03 0.087
```
Forces are in eV/Å.

Properties
**LUMO**: -0.0076 Ha
**ΔE to the lowest compared entry with this formula, charge and spin**: 62.0 kcal per mole
**Spin multiplicity**: 1
**HOMO**: -10.31 eV
**Charge**: 0
**HOMO-LUMO gap**: 10.10 eV